Density functional theory data (ωB97M-V/def2-TZVPD) for H5PSSiTi as an isolated structure.

```
! RIJCOSX wB97M-V def2-TZVPD def2/J DEFGRID3
* xyz 3 2
Si -0.387 1.065 -1.271
P 0.455 -0.093 0.502
S -0.739 -1.625 1.072
H -0.441 0.058 -2.350
H -1.723 1.582 -0.953
H 0.632 2.103 -1.478
H 0.848 0.720 1.599
H 1.656 -0.714 0.042
Ti -0.299 -3.098 2.837
*
```

Computed properties:
⟨S²⟩	0.783
HOMO energy (spin up / spin down)	-0.859 / -0.859	hartree
HOMO-LUMO gap (spin up / spin down)	5.50 / 5.62	eV